Here is a cluster of 2 separate species, C10H9FN2OS in total in a non-equilibrium geometry from OMol25. Energies are from the ωB97M-V functional and the def2-TZVPD basis.

Geometry (Å):
C1 2.05582 -0.79401 -1.72681
C2 2.90819 -1.48474 -0.84183
C3 0.93381 -0.24719 -1.16930
C4 2.54948 -1.74542 0.46128
C5 0.59127 -0.53180 0.12858
C6 1.37690 -1.30141 1.00882
C7 -3.11191 -0.54032 -0.81821
C8 -0.32055 2.54786 1.85445
C9 -0.67612 1.25517 1.83622
C10 -1.21331 0.52970 0.65850
N1 -2.52887 0.57398 -1.37520
N2 -1.54640 1.12612 -0.54477
O1 -3.88916 -1.33320 -1.27415
F1 1.02693 -1.52144 2.23379
S1 -2.45721 -0.78348 0.88439
H1 2.00593 -0.82048 -2.81767
H2 3.70575 -2.07348 -1.19968
H3 0.16632 0.10966 -1.78172
H4 3.04643 -2.40906 1.14249
H5 0.26962 3.06209 2.52594
H6 -0.38037 3.08434 0.96099
H7 -0.44875 0.51928 2.68521
H8 -2.43890 0.59709 -2.34002
H9 -1.62489 2.18075 -0.49129

* charge: 0
* multiplicity: 3
* orbital gap (alpha / beta): 6.017 / 6.931 eV
* highest occupied orbital energy (alpha / beta): -5.42 / -8.92 eV
* relative energy (zero: lowest compared OMol25 entry of this formula, charge and spin): 1.547 eV
* DFT total energy: -1069.00239 Ha



Here is a structure of composition C10H9N2O5SeTi in a non-equilibrium geometry from OMol25. Energies are from the ωB97M-V functional and the def2-TZVPD basis.

Geometry (Å):
O1 -0.04048 2.76401 -2.64747
C1 -0.03327 2.20372 -1.65276
Ti1 0.06716 -0.67552 0.08617
O2 -0.08149 2.32160 1.55990
C2 -0.00981 1.30846 0.97628
C3 -0.14206 -2.66789 -0.75075
O3 -0.40655 -3.61056 -1.49938
C4 2.35665 -0.22926 -0.20463
O4 3.50510 -0.22935 -0.30132
C5 -2.25247 -0.15690 -0.20583
O5 -3.38976 -0.36993 -0.30216
H1 0.18164 -0.38241 -1.40881
C6 -2.42257 -0.62532 3.56607
N1 -1.08322 -0.28876 4.02799
C7 -0.72636 0.50356 5.10366
C8 0.62439 0.55993 5.13122
N2 1.06809 -0.20779 4.06034
C9 2.45712 -0.41502 3.65716
C10 0.01710 -0.74536 3.41548
Se1 0.04984 -2.15161 2.02328
H2 -2.68317 -0.07985 2.63171
H3 -3.13218 -0.35789 4.35180
H4 -2.50036 -1.71608 3.34191
H5 -1.44383 0.92940 5.72336
H6 1.30241 1.02911 5.75445
H7 2.88300 0.51623 3.23309
H8 3.05805 -0.72342 4.53024
H9 2.49672 -1.21320 2.87722

* charge: +2
* multiplicity: 2
* orbital gap (alpha / beta): 7.282 / 7.223 eV
* highest occupied orbital energy (alpha / beta): -16.48 / -16.46 eV
* relative energy (zero: lowest compared OMol25 entry of this formula, charge and spin): 0.476 eV
* DFT total energy: -4122.39248 Ha



Here is an isolated molecule of C10H9N3S in a non-equilibrium geometry from OMol25. Energies are from the ωB97M-V functional and the def2-TZVPD basis.

Geometry (Å):
C1 2.17790 1.87796 2.26004
C2 3.18862 1.11557 1.36372
N1 2.86779 0.85266 0.09810
C3 1.49157 0.97349 -0.14258
S1 1.12807 0.69869 -1.84397
C4 -0.65858 0.88750 -1.45007
C5 -1.11999 -0.46786 -0.98476
C6 -0.94068 -1.52494 -1.91527
C7 -1.44342 -2.74021 -1.54090
N2 -2.04353 -3.07778 -0.33305
C8 -2.21905 -1.99638 0.36177
C9 -1.85029 -0.63925 0.03432
N3 0.50150 1.23951 0.57149
C10 0.86286 1.65019 1.92407
H1 2.30558 2.26781 3.38144
H2 4.27428 1.07175 1.74311
H3 -1.43285 1.21145 -2.24358
H4 -0.77465 1.66020 -0.86312
H5 -0.34312 -1.41962 -2.89863
H6 -1.23539 -3.70174 -1.97192
H7 -2.65989 -2.19214 1.30230
H8 -2.18072 0.26486 0.60082
H9 0.10399 1.98828 2.54667

* charge: 0
* multiplicity: 1
* orbital gap: 8.929 eV
* highest occupied orbital energy: -8.85 eV
* relative energy (zero: lowest compared OMol25 entry of this formula, charge and spin): 3.453 eV
* DFT total energy: -948.78621 Ha



Here is an isolated molecule of C10H9NO2 in a non-equilibrium geometry from OMol25. Energies are from the ωB97M-V functional and the def2-TZVPD basis.

Geometry (Å):
C1 -0.58328 -3.03317 0.19308
C2 0.60737 -3.01225 -0.75615
O1 0.74627 -3.88913 -1.60112
C3 1.55821 -1.76933 -0.69058
C4 0.83411 -0.51378 -0.21594
N1 0.91373 0.01324 0.95155
C5 0.14301 1.17191 0.90859
C6 0.00566 2.16675 1.87188
C7 -0.86383 3.19572 1.48686
C8 -1.56740 3.19950 0.25052
C9 -1.36261 2.23533 -0.68960
C10 -0.46043 1.23995 -0.38312
O2 0.08872 0.23975 -1.10265
H1 -0.29929 -2.68534 1.23874
H2 -0.98414 -4.04530 0.18370
H3 -1.32893 -2.24055 -0.17686
H4 2.37236 -1.99114 -0.02124
H5 2.09479 -1.61854 -1.65121
H6 0.45222 2.16705 2.85016
H7 -1.12983 3.89775 2.27241
H8 -2.26491 4.06339 0.07960
H9 -1.85323 2.27131 -1.65927

* charge: 0
* multiplicity: 1
* orbital gap: 9.751 eV
* highest occupied orbital energy: -8.98 eV
* relative energy (zero: lowest compared OMol25 entry of this formula, charge and spin): 0.520 eV
* DFT total energy: -591.68944 Ha



Here is an isolated molecule of C10H9NOS in a non-equilibrium geometry from OMol25. Energies are from the ωB97M-V functional and the def2-TZVPD basis.

Geometry (Å):
C1 2.74490 -0.40914 -0.50634
C2 3.04648 0.90121 -0.08675
C3 1.47122 -0.72672 -0.84505
C4 2.01665 1.76889 0.29250
C5 0.38616 0.11342 -0.51610
C6 0.72976 1.28556 0.18972
C7 -2.80917 1.14261 0.51155
C8 -1.56250 1.44827 0.28603
C9 -1.74779 -1.12174 -0.55385
C10 -1.29588 -1.81884 0.80499
N1 -0.87253 -0.04752 -0.90997
O1 -0.43013 2.08202 0.47258
S1 -3.46182 -0.30037 -0.28608
H1 3.64020 -1.01773 -0.68299
H2 4.02247 1.16519 -0.00622
H3 1.36036 -1.64076 -1.37933
H4 2.08013 2.74326 0.66195
H5 -3.43809 1.89866 0.97034
H6 -2.02983 -1.68063 -1.46494
H7 -2.15528 -2.39814 0.98484
H8 -1.25528 -1.11575 1.50596
H9 -0.44002 -2.27178 0.55718

* charge: 0
* multiplicity: 1
* orbital gap: 8.220 eV
* highest occupied orbital energy: -7.64 eV
* relative energy (zero: lowest compared OMol25 entry of this formula, charge and spin): 4.657 eV
* DFT total energy: -914.47943 Ha



Here is a cluster of 2 separate species, C11H10Cl2FNO3 in total in a non-equilibrium geometry from OMol25. Energies are from the ωB97M-V functional and the def2-TZVPD basis.

Geometry (Å):
C1 0.53464 -0.48051 -0.10002
C2 -0.55680 0.52219 -0.07768
F1 -0.31086 1.60936 0.79110
C3 -0.94945 1.24623 -1.37005
O1 -0.48874 1.14555 -2.49540
C4 -2.08635 2.15900 -0.95132
C5 -3.25347 1.27570 -0.61007
O2 -2.98073 0.24914 0.39982
C6 -1.76830 -0.32450 0.35798
O3 -1.59299 -1.46296 0.72712
H1 0.44356 -1.02528 0.84605
H2 0.29705 -1.17154 -0.92784
H3 1.52626 -0.09346 -0.27613
H4 -1.79795 2.70782 -0.06205
H5 -2.36001 2.93132 -1.67446
H6 -4.11122 1.81369 -0.18174
H7 -3.52075 0.71398 -1.51357
Cl1 1.50345 3.16679 3.44412
C7 1.95584 1.83368 4.42389
C8 2.95864 2.02637 5.38328
C9 3.45459 0.92968 6.07983
C10 2.92203 -0.32837 5.77529
C11 1.93652 -0.42189 4.77924
Cl2 1.46047 -1.97891 4.24441
N1 1.39449 0.63723 4.20630
H8 3.30280 3.04503 5.51770
H9 4.18979 1.03562 6.87011
H10 3.21358 -1.26109 6.22569

* charge: 0
* multiplicity: 1
* orbital gap: 9.707 eV
* highest occupied orbital energy: -9.41 eV
* relative energy (zero: lowest compared OMol25 entry of this formula, charge and spin): 0.000 eV
* DFT total energy: -1725.86631 Ha



Here is a cluster of 2 separate species, C11H10ClFN2 in total in a non-equilibrium geometry from OMol25. Energies are from the ωB97M-V functional and the def2-TZVPD basis.

Geometry (Å):
C1 -1.10776 3.12145 1.94695
C2 -1.00940 2.33573 0.89504
C3 -2.13382 2.41712 2.72428
C4 1.49069 -1.06541 -2.72937
C5 1.50923 -2.21107 -2.09198
C6 0.55266 -0.06128 -2.26813
C7 0.05215 -0.12519 -1.04250
C8 0.80168 -2.53998 -0.80524
C9 -1.42452 1.51805 -0.24136
C10 0.32311 -1.20245 -0.06384
C11 1.22262 -0.74180 1.05500
N1 -2.63236 1.35342 2.14875
N2 -1.89261 1.19179 1.05056
F1 0.26498 0.82106 -3.19873
Cl1 -2.59490 2.87084 4.33057
H1 -0.67793 4.07198 2.07936
H2 1.97557 -0.80845 -3.65858
H3 2.23787 -2.93044 -2.39247
H4 -0.08255 -3.11340 -1.03914
H5 1.45138 -3.26673 -0.15816
H6 -2.09688 1.91490 -1.13265
H7 -0.63398 -1.56410 0.31564
H8 1.05950 -1.38705 1.94078
H9 1.06797 0.31220 1.40748
H10 2.27732 -0.91120 0.92774

* charge: 0
* multiplicity: 1
* orbital gap (alpha / beta): 8.389 / 8.389 eV
* highest occupied orbital energy (alpha / beta): -8.47 / -8.47 eV
* relative energy (zero: lowest compared OMol25 entry of this formula, charge and spin): 7.692 eV
* DFT total energy: -1094.42089 Ha



Here is a structure of composition C11H10ClNSeTb in a non-equilibrium geometry from OMol25. Energies are from the ωB97M-V functional and the def2-TZVPD basis.

Geometry (Å):
C1 0.81654 0.50714 1.50848
C2 1.88136 1.39071 1.11633
C3 2.84592 0.59153 0.38666
H1 1.99730 2.43746 1.41613
C4 2.33927 -0.72183 0.26071
C5 1.09626 -0.79327 1.00271
H2 0.50558 -1.68217 1.16587
H3 -0.07749 0.74569 2.06632
H4 3.81904 0.89925 0.04004
H5 2.84937 -1.55955 -0.20747
Tb1 0.52555 0.92265 -0.95951
Cl1 -1.52518 2.41638 -0.54101
C6 0.59679 2.15735 -3.02053
C7 1.64649 1.20660 -3.26972
C8 2.76158 1.58076 -2.46735
H6 1.64922 0.40536 -4.01230
C9 2.39993 2.71274 -1.68946
C10 1.07085 3.08604 -2.03183
H7 0.52984 3.91918 -1.59674
H8 -0.36805 2.19362 -3.52224
H9 3.77444 1.18894 -2.57785
H10 3.08318 3.30841 -1.09346
Se1 -3.29140 -2.45203 0.93256
C11 -2.10061 -1.37745 0.11763
N1 -1.31585 -0.65938 -0.43925

* charge: -1
* multiplicity: 7
* orbital gap (alpha / beta): 7.034 / 7.046 eV
* highest occupied orbital energy (alpha / beta): -4.45 / -4.46 eV
* relative energy (zero: lowest compared OMol25 entry of this formula, charge and spin): 0.000 eV
* DFT total energy: -4166.07991 Ha



Here is a structure of composition C11H10F9MnNO in a non-equilibrium geometry from OMol25. Energies are from the ωB97M-V functional and the def2-TZVPD basis.

Geometry (Å):
C1 2.33358 -0.02863 -0.42598
C2 1.77615 0.93326 -1.31550
C3 0.91851 0.24709 -2.22175
C4 0.93591 -1.13477 -1.88577
C5 1.80817 -1.30629 -0.77189
Mn1 0.00000 0.00000 0.00000
N1 -0.05079 -0.45855 1.79501
C6 -0.13687 0.98843 2.21544
C7 -0.14369 1.87038 0.94158
H1 0.32142 0.70917 -3.01032
H2 1.96893 2.00624 -1.30463
H3 0.35745 -1.92236 -2.37119
H4 2.02013 -2.24799 -0.26160
H5 3.00823 0.18115 0.40615
H6 0.68415 2.59360 0.92022
H7 -1.05656 1.13963 2.81645
H8 0.13052 -1.09580 2.57092
H9 -1.10884 2.36757 0.76227
H10 0.73741 1.23931 2.84811
F1 -4.08703 0.65955 0.64345
C8 -4.14028 -0.13674 -0.48750
F2 -5.43570 -0.60017 -0.63920
F3 -3.82700 0.65842 -1.57614
C9 -3.13555 -1.31472 -0.36913
O1 -1.83365 -0.76884 -0.21586
C10 -3.44459 -2.18077 0.88224
F4 -4.70510 -2.74627 0.79758
F5 -2.51378 -3.19720 1.00872
F6 -3.38391 -1.41045 2.03058
C11 -3.14518 -2.18147 -1.65760
F7 -4.39135 -2.74556 -1.86914
F8 -2.81717 -1.41202 -2.76035
F9 -2.21188 -3.19910 -1.56290

* charge: 0
* multiplicity: 4
* orbital gap (alpha / beta): 6.510 / 8.774 eV
* highest occupied orbital energy (alpha / beta): -8.67 / -8.67 eV
* relative energy (zero: lowest compared OMol25 entry of this formula, charge and spin): 0.000 eV
* DFT total energy: -2604.86107 Ha



Here is an isolated molecule of C11H10FNO2 in a non-equilibrium geometry from OMol25. Energies are from the ωB97M-V functional and the def2-TZVPD basis.

Geometry (Å):
C1 -3.27776 1.64909 -0.02734
N1 -2.08930 0.95263 0.19067
C2 -1.13969 1.33771 0.89422
F1 -1.28549 2.53983 1.56431
C3 0.03292 0.62085 1.27727
C4 0.64359 -0.35627 0.59086
C5 1.65413 -1.11723 1.28451
C6 2.04919 -2.25838 0.70841
C7 1.47413 -2.74915 -0.56025
C8 0.71140 -1.90553 -1.29927
C9 0.60104 -0.49446 -0.82117
C10 0.75113 0.51301 -1.78279
C11 0.89530 1.92833 -1.60618
O1 0.59272 2.71378 -2.52427
O2 1.42136 2.45057 -0.47494
H1 -3.14410 2.78452 0.09346
H2 -3.62754 1.41275 -1.02176
H3 -4.18157 1.42109 0.57986
H4 0.51350 0.92708 2.24901
H5 2.07539 -0.98487 2.29796
H6 2.80139 -2.91158 1.17662
H7 1.71794 -3.81813 -0.93860
H8 0.14988 -2.19159 -2.19265
H9 0.52572 0.27198 -2.83885
H10 1.57802 1.78265 0.19515

* charge: 0
* multiplicity: 1
* orbital gap: 7.155 eV
* highest occupied orbital energy: -8.64 eV
* relative energy (zero: lowest compared OMol25 entry of this formula, charge and spin): 1.870 eV
* DFT total energy: -730.16915 Ha



Here is an isolated molecule of C11H10FNO2 in a non-equilibrium geometry from OMol25. Energies are from the ωB97M-V functional and the def2-TZVPD basis.

Geometry (Å):
C1 2.48387 1.38028 0.67942
C2 1.37164 0.89231 0.56794
N1 0.04827 0.43196 0.47673
C3 -0.81035 1.69020 0.53268
C4 -0.17299 -0.57628 1.87402
C5 -0.13495 -0.40560 -0.78112
C6 0.82993 -0.40892 -1.76057
C7 0.52973 -1.18040 -2.89227
C8 -0.68692 -1.90507 -3.11322
C9 -0.67530 -2.98174 -4.24623
O1 -1.30578 -2.62372 -5.23574
O2 -0.07210 -3.96623 -3.88017
C10 -1.58233 -1.92294 -1.98566
C11 -1.26049 -1.19377 -0.87472
F1 -2.23826 -1.08194 0.06517
H1 3.29021 1.83920 1.12493
H2 -1.68888 1.40428 1.05979
H3 -0.25918 2.38346 1.12907
H4 -1.23256 2.22425 -0.35144
H5 0.31403 -0.17371 2.80294
H6 -1.22839 -0.48588 2.18507
H7 0.33503 -1.46771 1.61439
H8 1.73719 0.10554 -1.52939
H9 1.22167 -1.24278 -3.74284
H10 -2.59188 -2.24571 -2.06185

* charge: 0
* multiplicity: 1
* orbital gap: 6.830 eV
* highest occupied orbital energy: -7.41 eV
* relative energy (zero: lowest compared OMol25 entry of this formula, charge and spin): 6.010 eV
* DFT total energy: -730.01703 Ha



Here is an isolated molecule of C11H10N2 in a non-equilibrium geometry from OMol25. Energies are from the ωB97M-V functional and the def2-TZVPD basis.

Geometry (Å):
H1 -3.02502 -1.78695 -1.62366
N1 -3.54405 -1.17817 -0.76256
C1 -2.96168 -0.29128 0.02946
N2 -3.66138 0.62786 0.91846
C2 -1.42699 -0.13083 0.00513
C3 -1.22452 1.39778 -0.37518
C4 0.07513 1.87806 -0.37847
C5 1.14978 0.92673 0.06153
C6 2.51112 1.17123 -0.03677
C7 3.48811 0.25628 0.08489
C8 3.29013 -1.09853 0.15122
C9 1.80131 -1.54343 0.12746
C10 0.83821 -0.56807 0.11441
C11 -0.46679 -1.03549 0.07401
H2 -2.95011 0.42726 1.84634
H3 -4.60489 0.21053 1.16221
H4 -2.27797 1.78805 -1.09379
H5 0.41638 2.88152 -0.44603
H6 2.72010 2.22509 -0.22948
H7 4.62434 0.76235 0.14937
H8 4.00336 -1.87648 0.06412
H9 1.55559 -2.78632 -0.25665
H10 -0.33017 -2.25721 0.41398

* charge: 0
* multiplicity: 1
* orbital gap: 8.697 eV
* highest occupied orbital energy: -8.46 eV
* relative energy (zero: lowest compared OMol25 entry of this formula, charge and spin): 6.318 eV
* DFT total energy: -534.45476 Ha